Here is C34H29NO4P2RhS3 as an isolated structure from the Open Molecules 2025 dataset. Energies are from ωB97M-V/def2-TZVPD.

Structure (ORCA input):
```
! RIJCOSX wB97M-V def2-TZVPD def2/J DEFGRID3
* xyz -1 1
Rh 0.221 1.312 1.919
S -2.081 0.985 2.497
P -1.534 -0.645 1.460
C 0.007 -0.536 0.812
P 1.673 -0.425 0.580
S 2.546 0.967 1.733
C 1.960 0.002 -1.171
C 2.510 1.222 -1.544
C 2.581 1.566 -2.889
C 2.117 0.694 -3.861
C 1.577 -0.534 -3.492
C 1.497 -0.875 -2.151
C 2.524 -2.014 0.787
C 3.914 -2.079 0.751
C 4.554 -3.296 0.912
C 3.811 -4.453 1.119
C 2.426 -4.390 1.165
C 1.783 -3.170 0.997
C -1.657 -2.134 2.498
C -1.227 -2.060 3.821
C -1.157 -3.209 4.593
C -1.520 -4.437 4.053
C -1.954 -4.514 2.738
C -2.020 -3.366 1.960
C -2.755 -0.930 0.141
C -4.115 -0.977 0.435
C -5.039 -1.169 -0.579
C -4.610 -1.305 -1.895
C -3.257 -1.252 -2.192
C -2.330 -1.067 -1.173
H 2.841 1.923 -0.787
H 2.983 2.532 -3.166
H 2.168 0.969 -4.908
H 1.216 -1.221 -4.248
H 1.062 -1.826 -1.861
H 4.491 -1.173 0.604
H 5.636 -3.344 0.884
H 4.315 -5.402 1.253
H 1.844 -5.286 1.340
H 0.702 -3.103 1.046
H -0.943 -1.098 4.236
H -0.816 -3.144 5.618
H -1.466 -5.333 4.660
H -2.243 -5.468 2.314
H -2.353 -3.431 0.931
H -4.448 -0.850 1.459
H -6.096 -1.203 -0.347
H -5.334 -1.444 -2.688
H -2.920 -1.348 -3.217
H -1.267 -1.017 -1.383
C -1.380 2.696 -4.809
C -0.859 3.063 -3.447
C -0.289 4.309 -3.203
C 0.191 4.644 -1.948
C 0.110 3.725 -0.908
C -0.458 2.486 -1.134
C -0.942 2.162 -2.393
S 0.948 4.234 0.579
O 2.356 4.029 0.289
O 0.573 5.614 0.804
N 0.395 3.350 1.811
C 0.987 3.881 3.055
C 0.670 2.956 4.212
O 0.670 3.335 5.366
O 0.488 1.710 3.861
H -0.951 3.335 -5.583
H -2.467 2.799 -4.857
H -1.137 1.660 -5.050
H -0.214 5.029 -4.011
H 0.635 5.614 -1.768
H -0.495 1.753 -0.343
H -1.370 1.179 -2.552
H 0.634 4.888 3.264
H 2.085 3.905 2.999
*
```

Calculated values
Frontier orbital gap in eV: 7.433
Relative energy (zero: lowest compared OMol25 entry of this formula, charge and spin) in kcal per mole: 22.7
Molar mass in g/mol: 776.664
Calculated total energy in Eh: -3656.6834
LUMO level in eV: 2.34
Largest force on an atom in eV/A: 1.7